Below is a structure of composition C46H42CrN4O3Te, with properties calculated with ωB97M-V with the def2-TZVPD basis set.

```
97
Properties=species:S:1:pos:R:3:lowdin_charge:R:1
Cr -1.200 -0.049 1.921 0.76
O 3.512 -3.837 5.452 -0.05
C 3.181 -4.072 4.274 -0.69
O 3.595 -4.917 3.461 -0.04
C 2.115 -3.102 3.708 -0.07
C 1.616 -2.070 4.511 0.05
C 0.693 -1.207 3.974 -0.19
N 0.238 -1.343 2.723 0.04
C 0.737 -2.296 1.911 -0.16
C 1.680 -3.195 2.399 0.07
C 0.222 -2.246 0.511 -0.23
C 0.557 -3.119 -0.492 -0.02
C 0.092 -3.031 -1.847 -0.09
C -0.896 -2.273 -2.368 -0.05
C -1.915 -1.456 -1.598 -0.27
N -0.542 -1.139 0.394 -0.13
C 0.208 0.044 4.675 -0.18
C 0.409 0.257 6.029 0.00
C 0.020 1.476 6.568 -0.05
C -0.546 2.437 5.748 -0.05
C -0.736 2.128 4.409 -0.12
N -0.377 0.957 3.892 0.06
H 2.016 -1.988 5.512 0.11
H 2.114 -3.971 1.782 0.12
H 1.280 -3.891 -0.263 0.10
H 0.623 -3.663 -2.554 0.10
H -1.077 -2.337 -3.436 0.11
H -2.352 -0.709 -2.261 0.12
H 0.863 -0.511 6.639 0.11
H 0.162 1.666 7.624 0.11
H -0.850 3.402 6.127 0.10
H -1.210 2.823 3.727 0.11
C -4.431 -0.452 1.416 -0.17
C -4.161 -0.602 2.798 -0.16
C -3.368 0.469 3.216 -0.22
C -3.107 1.301 2.070 -0.28
C -3.809 0.717 0.982 -0.18
H -4.979 -1.147 0.796 0.09
H -4.490 -1.422 3.422 0.09
H -3.105 0.691 4.241 0.08
H -2.828 2.349 2.100 0.08
H -3.806 1.097 -0.030 0.09
C 1.495 6.869 -5.260 -0.06
C 1.046 5.727 -4.388 -0.28
C 1.694 5.437 -3.196 -0.02
C 1.293 4.386 -2.378 -0.29
C 2.060 4.146 -1.106 -0.07
C 0.206 3.582 -2.768 -0.41
Te -0.436 1.978 -1.527 1.49
N -1.415 -0.708 -0.459 -0.03
C -3.079 -2.448 -1.364 -0.30
O -3.986 -2.448 -2.167 0.09
C -3.027 -3.525 -0.310 -0.14
C -3.215 -4.836 -0.740 -0.03
C -3.165 -5.883 0.166 -0.08
C -2.959 -5.625 1.516 -0.09
C -2.817 -4.318 1.955 -0.06
C -2.844 -3.273 1.042 -0.04
C 1.357 0.848 -1.601 -0.40
C 2.116 0.613 -0.450 -0.31
C 1.837 1.202 0.910 -0.08
C 3.233 -0.221 -0.538 -0.02
C 3.619 -0.809 -1.726 -0.27
C 4.809 -1.728 -1.789 -0.05
C 2.865 -0.542 -2.864 -0.02
C 1.738 0.264 -2.825 -0.30
C 0.961 0.473 -4.096 -0.07
C -0.462 3.864 -3.970 -0.32
C -1.645 3.085 -4.494 -0.09
C -0.028 4.934 -4.752 -0.03
H 2.319 7.415 -4.802 0.07
H 0.682 7.576 -5.437 0.08
H 1.832 6.511 -6.235 0.08
H 2.536 6.048 -2.887 0.11
H 2.742 4.974 -0.911 0.07
H 2.646 3.227 -1.167 0.08
H 1.389 4.035 -0.253 0.06
H -3.382 -5.021 -1.793 0.12
H -3.286 -6.902 -0.180 0.10
H -2.918 -6.443 2.226 0.10
H -2.678 -4.105 3.007 0.11
H -2.782 -2.257 1.397 0.07
H 0.927 1.798 0.934 0.01
H 2.665 1.847 1.217 0.09
H 1.752 0.410 1.653 0.06
H 3.802 -0.421 0.365 0.12
H 5.293 -1.813 -0.816 0.08
H 5.548 -1.370 -2.508 0.08
H 4.510 -2.731 -2.100 0.08
H 3.146 -0.999 -3.808 0.12
H 1.315 -0.207 -4.871 0.08
H 1.064 1.497 -4.463 0.08
H -0.104 0.295 -3.940 0.05
H -1.893 2.226 -3.878 0.01
H -1.441 2.728 -5.506 0.08
H -2.527 3.727 -4.548 0.08
H -0.552 5.142 -5.681 0.12
```

Calculated values
* highest occupied orbital energy (alpha / beta): -4.211 / -5.283 eV
* multiplicity: 6
* energy relative to the best compared isomer or geometry (same formula, charge and spin): 46.2 kcal per mole
* electronic energy: -3535.3518 hartree
* expectation value of S²: 8.819
* orbital gap (alpha / beta): 5.981 / 6.989 eV
* LUMO level (alpha / beta): 1.771 / 1.706 eV
* net charge: -1

---

Below is a structure of composition C46H42F2InN5O2PS4Sb at a distorted geometry, with properties calculated with ωB97M-V with the def2-TZVPD basis set.

```
104
Properties=species:S:1:pos:R:3:lowdin_charge:R:1
In 13.760 13.158 13.238 0.20
F 19.102 14.981 14.165 0.01
C 17.745 15.273 14.198 -0.25
C 16.892 14.395 13.551 -0.05
C 15.526 14.555 13.606 -0.13
C 15.032 15.763 14.236 -0.09
C 15.966 16.647 14.879 -0.17
F 15.559 17.956 15.196 -0.01
C 17.320 16.362 14.940 0.03
C 13.521 16.048 14.077 -0.24
C 12.989 17.098 14.827 0.07
C 11.590 17.498 14.589 -0.23
C 10.812 16.204 14.235 -0.63
C 11.469 15.798 12.918 -0.29
N 12.893 15.437 13.089 0.08
H 17.334 13.550 13.021 0.11
H 18.043 16.897 15.592 0.14
H 13.630 17.589 15.537 0.11
H 11.127 18.080 15.390 0.14
H 9.763 16.512 14.051 0.08
H 11.004 14.928 12.393 0.07
C 15.345 14.792 7.886 -0.10
C 16.121 14.811 9.203 -0.26
N 16.556 13.466 9.553 -0.15
C 17.582 12.881 8.726 -0.22
C 18.901 12.827 9.499 -0.09
C 15.847 12.679 10.361 -0.69
S 14.181 13.053 10.603 0.71
N 16.374 11.574 10.906 0.10
C 15.843 10.897 11.903 -0.43
O 15.103 11.293 12.881 -0.12
C 16.116 9.398 11.762 -0.10
C 16.059 8.513 12.904 -0.01
C 16.417 7.169 12.779 -0.10
C 16.684 6.687 11.500 -0.13
C 16.802 7.545 10.437 -0.12
C 16.576 8.911 10.532 -0.03
H 14.450 15.464 8.030 0.09
H 14.971 13.792 7.633 0.08
H 15.904 15.228 7.047 0.06
H 15.418 15.159 9.972 0.07
H 16.920 15.595 9.188 0.13
H 17.809 13.643 7.906 0.13
H 17.306 11.882 8.337 0.13
H 19.103 13.700 10.095 0.07
H 19.617 12.746 8.672 0.07
H 18.854 11.985 10.205 0.07
H 15.685 8.925 13.868 0.12
H 16.427 6.466 13.673 0.12
H 16.731 5.588 11.326 0.11
H 17.118 7.178 9.461 0.10
H 16.750 9.611 9.695 0.11
S 10.417 14.960 15.521 0.37
Sb 10.647 12.586 14.733 0.38
S 12.974 12.394 15.538 -0.14
S 11.130 12.272 12.417 -0.18
O 10.868 15.857 9.142 -0.31
P 9.769 16.661 9.671 0.71
C 10.055 17.304 11.330 -0.20
C 11.358 17.174 12.099 -0.13
C 11.468 18.318 13.205 -0.17
C 10.353 19.284 13.303 -0.05
C 9.186 19.178 12.618 -0.08
C 9.018 18.099 11.721 -0.12
C 9.513 18.121 8.736 -0.27
C 8.299 18.787 8.622 -0.09
C 8.164 20.083 8.097 -0.09
C 9.227 20.587 7.416 -0.10
C 10.414 19.816 7.252 -0.09
C 10.619 18.677 7.980 -0.05
C 8.201 15.717 9.681 -0.24
C 7.724 15.352 8.418 -0.09
C 6.490 14.753 8.315 -0.08
C 5.677 14.563 9.451 -0.09
C 6.204 14.800 10.701 -0.09
C 7.430 15.452 10.837 -0.06
H 12.256 17.168 11.437 0.15
H 12.453 18.795 13.154 0.14
H 10.613 20.158 13.952 0.13
H 8.406 19.951 12.699 0.11
H 8.001 17.995 11.316 0.11
H 7.370 18.273 8.915 0.11
H 7.226 20.654 8.103 0.11
H 9.253 21.591 7.015 0.10
H 11.187 20.167 6.566 0.10
H 11.581 18.134 7.916 0.12
H 8.329 15.582 7.563 0.11
H 6.166 14.463 7.352 0.09
H 4.574 14.379 9.316 0.12
H 5.629 14.414 11.556 0.11
H 7.822 15.684 11.810 0.10
N 11.308 12.375 8.455 0.14
C 10.794 11.198 8.058 -0.39
C 9.733 11.125 7.077 -0.03
C 9.263 9.853 6.768 -0.12
C 9.788 8.723 7.393 -0.14
C 10.783 8.901 8.316 -0.17
N 11.357 10.091 8.585 0.11
H 10.890 13.252 8.144 0.09
H 12.209 12.395 8.998 0.05
H 9.222 11.996 6.745 0.08
H 8.460 9.675 6.047 0.10
H 9.473 7.696 7.134 0.09
H 11.116 8.013 8.898 0.11
```

Calculated values
* highest occupied orbital energy (alpha / beta): -4.870 / -4.875 eV
* multiplicity: 2
* energy relative to the best compared isomer or geometry (same formula, charge and spin): 53.8 kcal per mole
* electronic energy: -4766.6569 hartree
* expectation value of S²: 0.774
* orbital gap (alpha / beta): 6.394 / 5.753 eV
* LUMO level (alpha / beta): 1.524 / 0.878 eV
* net charge: -1

---

Q: Look up the energy relative to the best compared isomer or geometry (same formula, charge and spin) of the second one.
A: 53.8 kcal per mole

---

Q: Which formula does entry 1 have?
A: C46H42CrN4O3Te

---

Q: Which of these has the highest energy relative to the best compared isomer or geometry (same formula, charge and spin)?
A: C46H42F2InN5O2PS4Sb

---

Q: Which value of expectation value of S² does entry 1 give?
A: 8.819